C3H7NO2S | the ωB97M-V functional and the def2-TZVPD basis

Last column: Löwdin charge in e.
Cartesian coordinates (Å):
S (2.2415, -0.4804, 0.2458)  0.934
O (2.3318, -1.0476, -1.0723)  -0.451
O (0.7062, -0.8691, 0.9239)  -0.261
N (-0.1756, -0.0631, -0.8710)  0.142
C (-0.3603, -0.7319, 0.1594)  -0.645
C (2.1115, 1.2640, 0.0101)  -0.265
C (-1.5420, -1.4493, 0.6204)  0.004
H (3.0239, 1.6717, 0.3972)  0.031
H (2.0603, 1.4656, -1.0466)  0.049
H (-1.0659, -0.0324, -1.3628)  0.077
H (-1.7058, -0.9088, 1.5900)  0.112
H (1.2216, 1.7284, 0.5609)  0.090
H (-2.4139, -1.3656, 0.0643)  0.058
H (-1.1903, -2.5078, 0.8505)  0.125

Frontier orbital gap: 10.26 eV
Energy above the lowest of the compared OMol25 structures with the same formula, charge and spin: 2.427 eV
LUMO: 0.032 hartree
2S+1: 1
Energy: -721.873446 Ha
Net charge: 0

---

C3H7NO2S | the ωB97M-V functional and the def2-TZVPD basis

Last column: Löwdin charge in e.
Cartesian coordinates (Å):
S (-3.7396, 0.3290, -0.1090)  0.649
O (1.5825, -0.2234, 0.5571)  -0.108
O (-0.3469, 1.0330, 0.1726)  0.055
N (-2.5108, -0.7483, -0.0875)  -0.485
C (2.7911, 0.2480, -0.1159)  -0.035
C (0.4065, -0.1492, -0.0615)  -0.359
C (-0.7295, -0.0784, 0.8293)  -0.053
H (3.0298, -0.4472, -0.9570)  0.085
H (-0.7718, -0.1183, 1.8473)  0.101
H (3.6614, 0.3745, 0.5844)  0.105
H (-3.6153, 0.6755, -1.3515)  -0.188
H (-2.6048, -1.5855, 0.4633)  -0.012
H (0.4402, -0.4517, -1.0248)  0.129
H (2.4072, 1.1421, -0.7468)  0.116

Frontier orbital gap (spin up / spin down): 8.76 / 8.76 eV
Energy above the lowest of the compared OMol25 structures with the same formula, charge and spin: 6.079 eV
LUMO (spin up / spin down): 0.031 / 0.031 hartree
2S+1: 1
Energy: -721.739241 Ha
Net charge: 0

---

C3H7NO2S2 | the ωB97M-V functional and the def2-TZVPD basis

Last column: Löwdin charge in e.
Cartesian coordinates (Å):
S (0.5027, -1.4529, -0.8722)  0.443
S (-1.0215, -2.1137, -2.0800)  0.307
O (1.0977, 2.0534, 2.2270)  0.129
O (-1.0991, 1.6256, 2.2390)  0.121
N (1.1314, 1.5659, -0.5086)  0.041
C (-0.0706, -0.4707, 0.5201)  -0.503
C (0.1137, 1.6849, 1.6614)  -0.510
C (0.0272, 1.0597, 0.2629)  -0.380
H (1.8106, 1.9900, 0.1166)  0.071
H (-1.0358, -1.2201, -3.0923)  -0.195
H (-0.9274, 1.3782, -0.1659)  0.139
H (1.6868, 0.9363, -1.0694)  0.041
H (-1.0735, -0.6980, 0.8941)  0.089
H (-1.0308, 1.8387, 3.1631)  0.119
H (0.5678, -0.6943, 1.3868)  0.088

Frontier orbital gap: 9.73 eV
Energy above the lowest of the compared OMol25 structures with the same formula, charge and spin: 0.249 eV
LUMO: 0.015 hartree
SMILES string: N[C@@H](CSS)C(=O)O
2S+1: 1
Energy: -1120.131114 Ha
Net charge: 0

---

C3H7NO2S2 | the ωB97M-V functional and the def2-TZVPD basis

Last column: Löwdin charge in e.
Cartesian coordinates (Å):
S (-0.7508, -1.0088, -0.0223)  0.625
S (-2.3652, 1.5282, -0.2456)  0.653
O (-0.4384, -2.0431, -0.9245)  -0.271
O (-1.3597, -1.3557, 1.2480)  -0.308
N (-1.9809, 0.0327, -0.9673)  -0.464
C (1.7747, -0.3410, 0.7927)  -0.084
C (1.5889, 0.6107, -0.4058)  -0.095
C (0.4411, 0.1908, 0.4369)  -0.428
H (-0.1870, 0.9164, 0.9528)  0.087
H (1.6301, 0.4445, -1.5343)  0.143
H (1.9800, -1.5098, 0.5380)  0.172
H (-1.4551, 0.2389, -1.7670)  -0.025
H (-3.2366, 0.8821, 0.5703)  -0.126
H (2.3585, -0.1039, 1.5813)  0.062
H (2.0003, 1.5181, -0.2533)  0.059

Frontier orbital gap (spin up / spin down): 5.80 / 8.39 eV
Energy above the lowest of the compared OMol25 structures with the same formula, charge and spin: 4.196 eV
LUMO (spin up / spin down): 0.024 / -0.103 hartree
2S+1: 3
Energy: -1119.853467 Ha
Net charge: 0
<S²>: 2.01

---

C3H7NO3 | the ωB97M-V functional and the def2-TZVPD basis

Last column: Löwdin charge in e.
Cartesian coordinates (Å):
O (0.4533, 0.9221, 1.0127)  -0.161
O (0.5382, -1.5315, -1.8202)  0.109
O (-1.6472, 0.9516, -0.9160)  0.066
N (1.8284, 1.2413, 1.1104)  -0.013
C (-0.9928, -1.7140, 0.0255)  -0.007
C (-0.5963, 0.4566, -1.2195)  -0.225
C (-0.2572, -1.0228, -1.0716)  -0.416
H (-0.8718, -2.7910, -0.0381)  0.088
H (2.0255, 1.5705, 2.0546)  0.077
H (-2.0424, -1.4307, -0.0082)  0.088
H (0.2031, 1.0279, -1.7277)  0.130
H (-0.5834, -1.3505, 0.9669)  0.084
H (-0.1096, 1.6948, 1.1895)  0.103
H (2.0521, 1.9757, 0.4416)  0.077

Frontier orbital gap: 9.66 eV
Energy above the lowest of the compared OMol25 structures with the same formula, charge and spin: 3.912 eV
LUMO: 0.008 hartree
SMILES string: CC(=O)C=O.NO
2S+1: 1
Energy: -398.893897 Ha
Net charge: 0

---

C3H7NO3 | the ωB97M-V functional and the def2-TZVPD basis

Last column: Löwdin charge in e.
Cartesian coordinates (Å):
O (-2.1495, 0.4523, -1.1157)  0.104
O (1.3932, -0.5806, 2.0269)  -0.101
O (-0.9064, 2.0585, -1.9026)  0.133
N (1.1330, -1.3122, 0.8084)  -0.110
C (0.1700, 0.4275, -0.5556)  -0.109
C (-1.0531, 0.9638, -1.2074)  -0.572
C (-0.0823, -0.8229, 0.2856)  -0.259
H (-0.7037, -1.5718, -0.3450)  0.161
H (0.4953, -0.5822, 2.4807)  0.101
H (0.9102, -2.2565, 1.1649)  0.122
H (0.4673, 1.1716, 0.1559)  0.120
H (1.0567, 0.3182, -1.1707)  0.134
H (-0.7793, -0.5905, 1.1627)  0.133
H (0.0486, 2.3247, -1.7880)  0.145

Frontier orbital gap: 10.79 eV
Energy above the lowest of the compared OMol25 structures with the same formula, charge and spin: 3.190 eV
LUMO: 0.021 hartree
SMILES string: O=C(O)CCNO
2S+1: 1
Energy: -398.920423 Ha
Net charge: 0

---

C3H7NO3 | the ωB97M-V functional and the def2-TZVPD basis

Last column: Löwdin charge in e.
Cartesian coordinates (Å):
O (-0.5397, 0.4205, 1.8356)  0.051
O (3.0177, 2.0151, -0.0091)  -0.058
O (-2.5610, -0.8347, -1.2040)  0.058
N (0.0905, -0.1683, -0.3193)  0.025
C (-0.4846, -1.4746, -0.2492)  -0.169
C (-2.0015, -1.4677, -0.3464)  -0.231
C (-0.0750, 0.6808, 0.7550)  -0.366
H (2.5015, 1.9987, 0.8045)  0.023
H (-2.5913, -2.0054, 0.4164)  0.124
H (-0.1137, -2.0193, 0.6181)  0.123
H (-0.1456, -2.0766, -1.0991)  0.129
H (2.8896, 2.8470, -0.4635)  0.031
H (0.0846, 1.7128, 0.4187)  0.126
H (-0.0716, 0.3716, -1.1577)  0.133

Frontier orbital gap: 10.57 eV
Energy above the lowest of the compared OMol25 structures with the same formula, charge and spin: 1.925 eV
LUMO: 0.024 hartree
SMILES string: O=CCNC=O.O
2S+1: 1
Energy: -398.966914 Ha
Net charge: 0

---

C3H7NO3 | the ωB97M-V functional and the def2-TZVPD basis

Last column: Löwdin charge in e.
Cartesian coordinates (Å):
O (1.4131, -0.1399, -1.1402)  0.088
O (1.1689, 2.1286, 0.7277)  -0.060
O (-1.2948, -0.9828, 2.1120)  0.068
N (-0.2812, -1.0190, 0.0821)  0.112
C (-0.9776, -0.3860, 1.1231)  -0.318
C (0.2243, -0.3142, -1.0258)  -0.522
C (-0.7541, -0.0356, -2.1000)  0.005
H (1.8163, 2.6812, 1.1789)  0.043
H (-0.4825, 0.8235, -2.7159)  0.092
H (-0.7726, -0.8715, -2.7992)  0.099
H (-1.0048, 0.7154, 1.1542)  0.135
H (0.4934, -1.4662, 0.5697)  0.151
H (1.6267, 1.2731, 0.7033)  0.024
H (-1.7549, 0.1979, -1.7462)  0.084

Frontier orbital gap: 11.07 eV
Energy above the lowest of the compared OMol25 structures with the same formula, charge and spin: 1.487 eV
LUMO: 0.023 hartree
SMILES string: CC(=O)NC=O.O
2S+1: 1
Energy: -398.982996 Ha
Net charge: 0

---

C3H7NO3 | the ωB97M-V functional and the def2-TZVPD basis

Last column: Löwdin charge in e.
Cartesian coordinates (Å):
O (2.5950, 0.8113, -0.8873)  0.069
O (0.0368, -3.6144, -0.9412)  -0.045
O (-0.5944, 1.1273, 2.2514)  0.079
N (0.9633, 0.8139, 0.6751)  0.128
C (1.4307, 0.7122, -0.6440)  -0.308
C (-1.4063, 1.1407, 0.0070)  -0.006
C (-0.3383, 1.0447, 1.0727)  -0.516
H (-0.6765, -3.5220, -0.3211)  0.021
H (0.6842, 0.5228, -1.4217)  0.133
H (0.7927, -3.1903, -0.5431)  0.023
H (-1.6267, 0.1470, -0.3887)  0.090
H (1.6597, 0.7212, 1.4074)  0.161
H (-2.3378, 1.4169, 0.4992)  0.087
H (-1.1824, 1.8686, -0.7657)  0.083

Frontier orbital gap: 10.87 eV
Energy above the lowest of the compared OMol25 structures with the same formula, charge and spin: 0.944 eV
LUMO: 0.014 hartree
SMILES string: CC(=O)NC=O.O
2S+1: 1
Energy: -399.002972 Ha
Net charge: 0

---

C3H7NO3P | the ωB97M-V functional and the def2-TZVPD basis

Last column: Löwdin charge in e.
Cartesian coordinates (Å):
P (-1.5560, -1.0949, 0.5673)  0.693
O (-2.8413, -0.8339, 1.2489)  -0.560
O (-1.2114, -0.9552, -2.8556)  -0.111
O (-0.7572, 0.3620, 0.8340)  -0.411
N (-2.6059, 0.6579, -2.1229)  0.009
C (1.6293, -0.3580, 0.7635)  -0.086
C (-1.8299, -0.5046, -1.9376)  -0.584
C (0.4745, 0.5179, 0.1586)  -0.361
H (-3.4200, 0.8663, -1.4959)  0.074
H (1.2972, -1.3909, 0.7187)  0.046
H (0.4575, 0.3302, -0.8637)  0.052
H (2.4510, -0.2746, 0.1178)  0.046
H (0.8360, 1.5821, 0.2269)  0.115
H (1.8229, 0.0018, 1.6721)  0.014
H (-2.7759, 0.7118, -3.1541)  0.063

Frontier orbital gap: 6.55 eV
Energy above the lowest of the compared OMol25 structures with the same formula, charge and spin: 2.525 eV
LUMO: 0.148 hartree
2S+1: 1
Energy: -740.385616 Ha
Net charge: -1